Entry 1:
ORCA calculation (ωB97M-V/def2-TZVPD) on a structure of composition C5H5OZn.

Geometry as XYZ:
```
12
Properties=species:S:1:pos:R:3:lowdin_spin:R:1
C 1.0861 -1.0185 2.7842 0.164
C 0.4430 -1.4841 1.7406 0.475
C 1.2875 -1.7131 0.5308 0.177
O 0.9732 -1.1466 -0.5409 0.110
Zn -0.0028 0.2088 -1.1871 0.002
H 1.1188 -1.6014 3.7134 0.035
H 1.3412 0.0510 2.8006 0.030
H 1.8749 -2.6406 0.4606 0.007
C -1.2869 1.5048 -2.0439 0.000
C -2.0673 2.3495 -2.5955 0.000
H -2.8681 2.8402 -2.0208 0.000
H -1.8997 2.6500 -3.6419 0.000
```

Summary:
**Spin multiplicity**: 2
**<S²>**: 0.755
**Net charge**: +2
**E_LUMO (alpha / beta)**: -11.0 / -11.0 eV

---

Entry 2:
ORCA calculation (ωB97M-V/def2-TZVPD) on an isolated molecule of C5H5PS.

Geometry as XYZ:
```
12
Properties=species:S:1:pos:R:3:lowdin_charge:R:1
H 2.4523 -2.1972 0.6348 -0.140
P 1.1500 -1.9474 -0.0346 0.750
C 1.0123 -0.2385 0.2046 -0.513
C -0.1325 0.7871 -0.0658 -0.173
C -1.4703 0.6245 -0.2294 -0.131
C -2.3576 -0.4761 0.1189 -0.192
C -3.6369 -0.4045 0.0690 -0.634
S -5.2467 -0.3958 0.0227 0.724
H 1.7652 0.3237 0.6798 -0.005
H 0.4445 1.7564 -0.2656 0.111
H -1.8870 1.5307 -0.6498 0.103
H -1.9585 -1.4379 0.3908 0.100
```

Summary:
**Spin multiplicity**: 1
**Net charge**: 0
**SMILES**: [H]/P=C/C=C\C=C=S
**E_LUMO**: -0.6 eV

---

Ordered energy above the lowest of the compared OMol25 structures with the same formula, charge and spin results: 0.0 189.2; unit kJ/mol.
Ordered max |F| results: 4.64 4.58; unit eV Å⁻¹.